Formula: C3H6N4O
Source: the Open Molecules 2025 dataset
Level of theory: ωB97M-V/def2-TZVPD

Cartesian coordinates (Å):
C1 -1.809 0.994 0.778
C2 1.895 -0.177 -0.105
C3 -1.014 0.289 -0.276
N1 2.293 -1.491 -0.272
N2 0.335 -0.110 0.152
N3 0.752 -0.195 1.312
N4 -1.313 -0.069 -1.444
O1 2.509 0.818 -0.381
H1 3.062 -1.585 -0.916
H2 1.555 -2.177 -0.312
H3 -2.270 0.184 -1.687
H4 -2.854 1.073 0.478
H5 -1.749 0.457 1.728
H6 -1.392 1.990 0.945

Values from the calculation:
Kohn-Sham gap, eV: 8.19
Energy above the lowest of the compared OMol25 structures with the same formula, charge and spin, kcal/mol: 95.0
Calculated total energy, hartree: -412.05757
LUMO energy, eV: -0.18